Density functional theory data (ωB97M-V/def2-TZVPD) for a cluster of 8 separate species, C66H60BBr2ClF16N4O17P in total.

Results
E_LUMO (eV): -3.93
E_HOMO (eV): -11.23
Spin multiplicity: 1
Kohn-Sham gap (eV): 7.30
Charge: +1

Element x y z (Å)
O -9.248 1.204 1.126
C 10.157 -2.642 2.744
O 7.715 7.136 2.089
H -10.290 -4.514 2.821
H 2.031 -2.937 -1.595
O 6.650 4.220 -3.805
H -11.092 5.917 5.042
C 5.512 2.927 -5.406
H 0.358 -5.557 -4.321
C 0.169 -5.042 -2.070
H -6.310 0.250 5.024
F 9.954 -0.510 -4.039
H 7.381 5.136 0.472
C 12.505 -1.938 2.759
H -1.729 -4.065 -2.034
C -11.150 1.548 4.105
H 13.480 -1.833 3.218
H -0.448 -3.422 1.809
F 9.028 -0.661 -1.330
C -0.608 -4.026 0.846
H 2.830 -0.709 -1.298
C -1.787 -5.093 0.979
H 0.043 -0.250 -4.186
H -11.288 1.134 5.097
C -7.706 -1.545 2.920
F 7.138 -2.785 -3.627
H -0.485 -8.034 -2.619
H 1.306 -4.911 -2.077
O -9.357 7.784 4.558
C -10.246 1.064 3.251
C -7.753 -2.324 1.840
H -10.474 3.739 6.077
C 6.823 -1.550 -0.887
C -8.603 -1.775 4.074
F 4.926 -1.355 -2.477
H -6.313 5.012 6.283
H 8.755 3.244 -7.618
F 2.356 3.007 -3.756
H -2.032 -2.284 2.763
H 9.041 -2.220 0.913
C -9.057 6.722 5.066
C 7.891 3.190 -6.967
C 7.222 8.621 0.332
H 0.360 -4.633 0.728
H -0.160 2.777 -3.144
C -10.942 2.784 1.535
C -4.371 2.200 7.110
H -3.645 0.648 0.812
C 8.226 -2.038 -3.134
H -0.929 0.872 1.108
H -6.926 7.192 5.249
C 6.893 8.775 -0.950
O 13.297 -0.890 0.809
C -3.611 -0.403 0.353
C 4.256 -1.928 -0.152
H 0.681 -7.818 -4.103
C 8.889 -1.335 -4.434
F 9.203 -2.958 -2.690
C -0.434 0.487 -3.444
P 0.120 1.231 -0.801
H 10.952 -1.150 -0.267
C -1.228 -2.519 -3.823
F 5.159 0.193 -0.845
F 2.293 0.665 -3.741
O -4.260 0.386 3.444
H -0.037 -5.751 -1.188
H -2.299 -5.358 0.003
H -1.979 -6.431 -2.881
H -3.128 -0.817 2.942
C 7.818 -0.978 -2.013
O -3.499 -2.970 -0.560
F 7.221 -0.946 0.331
H 1.255 -7.292 -2.460
C 6.710 7.610 -1.842
C 7.417 7.277 0.918
C -0.192 -5.881 -3.387
F 4.624 -1.752 1.211
C -7.659 6.419 5.445
H -1.569 0.423 -3.581
H -2.615 -4.723 1.686
F 1.824 1.843 -5.594
C 0.322 -7.400 -3.097
O -8.055 3.146 6.767
C 5.538 2.342 -6.603
Cl 2.155 1.884 -0.808
H -9.603 0.232 3.501
F 7.391 0.212 -2.605
C -0.056 -1.337 -1.893
N -2.440 -1.204 0.865
C -10.074 1.646 1.903
C 7.234 6.112 0.026
N -0.118 -0.029 -2.075
C 11.480 -2.511 3.391
B -2.266 -2.396 -0.059
H 6.767 5.423 -1.923
N -0.244 -2.486 -2.742
N 0.297 -1.986 -0.602
O -8.745 -4.166 0.767
C 6.673 3.688 -4.898
H -2.246 -1.814 -6.422
C 7.864 3.776 -5.770
C -3.141 1.711 5.044
C 10.015 -2.115 1.370
C 0.110 1.919 -3.829
Br 1.191 -3.076 -5.511
H 4.696 1.780 -6.990
C -0.726 -2.782 -5.128
Br -3.160 -2.175 -3.716
C -11.845 3.269 2.388
C 1.685 1.859 -4.178
C -9.553 -2.904 3.984
H -2.347 2.880 6.624
C -5.518 1.418 6.603
C -7.330 5.251 5.999
C -0.783 -3.023 -0.418
H -12.488 4.103 2.136
H -1.374 -6.035 1.484
H -2.277 1.775 4.395
H 4.648 2.874 -4.755
O 9.221 -3.163 3.320
C 6.905 6.265 -1.257
C -3.179 2.303 6.239
C -9.600 -3.684 2.904
H -3.751 -2.343 2.101
C -9.743 4.514 5.880
F 7.964 -0.691 -5.240
C -4.290 0.929 4.540
H 11.567 -2.903 4.397
C -8.703 -3.454 1.750
H 1.916 -3.269 0.187
O -0.065 0.577 0.741
C 2.779 -1.302 -0.315
H 7.360 9.463 0.999
H -3.636 -0.375 -0.783
H -3.914 -3.487 0.162
H -10.202 -3.058 4.838
H -0.375 2.182 -4.838
C 5.288 -1.200 -1.120
O -8.560 -1.060 5.059
F 7.104 -2.913 -0.755
H -2.489 -3.615 -6.195
H 8.705 4.337 -5.382
H -6.384 1.352 7.249
C 1.696 -2.471 -0.597
F 9.454 -2.389 -5.176
H 6.746 9.751 -1.396
C -5.478 0.827 5.409
O 6.751 1.897 -8.567
O -12.842 3.130 4.514
H -10.804 3.198 0.544
C -8.349 4.212 6.259
H -7.016 -0.714 3.002
H -7.104 -2.169 0.987
C -1.709 -2.817 -6.388
C -2.832 -1.668 2.243
C -12.018 2.688 3.737
C -0.648 -3.687 -1.902
H 2.503 -0.640 0.561
C 12.362 -1.411 1.385
O 6.412 7.752 -3.013
O -1.605 -5.977 -3.670
F 4.291 -3.309 -0.512
C -10.074 5.680 5.326
H -4.580 -0.912 0.693
C 6.729 2.429 -7.475
C 11.039 -1.542 0.738
H -1.122 -2.949 -7.349
O -4.404 2.738 8.198

Force components x, y, z for each atom (eV/Å):
O -0.107 0.056 0.169
C -0.284 -0.173 0.197
O -0.080 0.041 -0.237
H 0.021 0.002 -0.038
H -0.737 0.591 1.321
O -0.017 -0.219 -0.188
H 0.005 0.023 0.007
C -0.154 -0.190 -0.192
H -0.952 0.111 1.198
C 0.653 0.124 -0.455
H -0.039 0.007 0.071
F -2.696 -1.402 -1.047
H 0.017 0.026 0.036
C -0.099 -0.145 0.274
H 1.428 1.139 -0.941
C 0.270 -0.250 -0.050
H 0.006 0.019 -0.044
H -0.457 -0.787 -1.463
F -2.395 -0.662 -1.466
C 1.132 -0.252 -0.323
H -0.128 -0.491 1.669
C -0.326 0.056 0.945
H -0.797 1.058 1.128
H -0.004 0.007 0.001
C 0.149 -0.036 -0.219
F 1.738 1.553 1.297
H 1.065 0.739 -0.518
H -1.548 -0.004 0.020
O 0.095 -0.263 0.101
C -0.186 0.051 0.181
C 0.158 0.235 0.175
H 0.003 0.018 0.046
C 1.275 0.192 1.227
C 0.118 -0.146 0.271
F 0.682 -0.123 2.699
H -0.016 -0.017 0.043
H -0.037 -0.023 -0.022
F -1.004 -2.697 -0.541
H -0.758 0.733 -0.847
H 0.062 -0.050 0.094
C -0.138 0.398 -0.170
C 0.147 0.168 0.233
C -0.073 0.211 -0.243
H -1.349 0.986 -0.009
H 0.618 -1.181 -0.554
C -0.190 0.210 0.027
C -0.134 0.153 0.428
H 0.287 -1.454 -0.747
C 0.619 -1.321 -1.511
H 0.411 -0.464 -0.470
H -0.048 0.021 -0.007
C 0.060 0.160 0.270
O -0.218 -0.112 0.118
C -0.906 0.063 0.302
C -1.173 -0.103 0.525
H -0.826 0.211 1.579
C 1.342 -0.858 -0.807
F -2.244 2.111 -0.382
C -0.436 -0.171 -1.655
P -0.729 1.621 2.463
H 0.108 -0.019 0.050
C 2.707 0.121 -4.929
F 0.316 -2.549 -0.509
F -0.808 2.596 -0.514
O -0.483 0.825 0.456
H -0.012 1.273 -1.130
H 0.862 0.255 1.060
H 0.137 0.354 -0.929
H 0.735 -1.410 -1.531
C 1.669 0.835 0.598
O 2.221 -0.415 0.894
F -1.205 -1.091 -2.338
H -1.170 -0.554 -0.515
C -0.074 0.035 -0.368
C 0.125 -0.098 0.403
C 0.548 -2.069 0.710
F -0.173 -0.784 -2.850
C 0.255 -0.209 0.121
H 1.605 0.296 0.207
H 1.180 -0.393 -1.023
F -0.098 -0.103 2.740
C 1.016 1.360 -1.018
O 0.002 0.185 -0.133
C -0.192 0.041 0.283
Cl -1.379 -1.040 0.028
H -0.118 0.271 -0.025
F 0.370 -2.317 1.009
C 0.737 -3.892 1.663
N -0.594 -0.581 -0.446
C 0.194 -0.101 -0.219
C -0.076 -0.048 -0.266
N 1.155 -2.145 -0.053
C 0.295 0.087 0.013
B -1.357 0.729 0.251
H 0.012 0.089 -0.035
N -3.830 1.187 0.519
N -0.111 1.844 0.009
O 0.060 0.152 0.222
C 0.041 0.188 0.274
H 0.674 -1.253 -0.030
C 0.165 -0.055 -0.229
C 0.102 0.103 0.113
C 0.151 0.102 -0.248
C 0.438 -0.102 -0.913
Br -1.734 0.401 0.595
H 0.021 0.002 -0.037
C -2.180 0.607 1.365
Br 1.704 -0.157 0.594
C 0.118 0.044 -0.278
C -0.223 0.486 -1.332
C -0.134 -0.203 -0.102
H -0.022 -0.002 0.028
C -0.211 -0.242 -0.071
C 0.104 0.249 -0.115
C 0.659 -0.786 -0.797
H -0.018 -0.013 0.038
H -0.612 1.302 -0.895
H 0.000 -0.001 0.004
H 0.045 0.046 0.019
O 0.167 0.107 -0.134
C 0.035 -0.298 0.214
C 0.247 -0.033 -0.308
C -0.132 0.074 0.287
H 0.911 0.774 0.610
C -0.256 0.122 -0.134
F 2.083 -1.001 1.863
C -0.224 0.048 0.095
H -0.045 -0.006 -0.016
C -0.055 -0.252 -0.359
H -1.013 1.085 -0.918
O 0.722 0.729 -2.291
C -0.005 -0.753 -1.548
H 0.012 -0.042 0.026
H 0.158 0.176 1.394
H -0.039 0.551 -0.555
H 0.026 0.032 0.009
H 0.679 -0.499 1.508
C -0.273 1.623 -0.125
O 0.084 -0.125 -0.148
F -0.919 2.267 -0.377
H 1.027 0.800 -0.503
H -0.036 0.011 0.030
H 0.035 0.060 -0.023
C 2.451 -0.213 0.070
F -1.284 2.382 1.292
H -0.001 -0.025 -0.033
C -0.029 -0.027 0.010
O -0.034 0.100 0.267
O 0.241 -0.054 -0.128
H 0.022 -0.031 0.006
C 0.047 -0.287 0.172
H 0.005 0.011 -0.032
H -0.049 0.000 -0.028
C 0.775 0.405 0.891
C -0.070 -0.876 0.503
C -0.285 0.128 0.208
C -1.366 -2.003 2.774
H 0.532 -0.927 -1.070
C 0.342 0.183 -0.184
O 0.041 -0.008 0.247
O 0.625 0.421 1.047
F 0.053 2.396 1.005
C -0.121 -0.268 0.057
H 1.062 0.748 -0.585
C 0.065 -0.173 -0.425
C -0.245 -0.091 0.014
H -0.839 -0.080 1.281
O 0.080 -0.097 -0.310

Atomic partial charges in e from the Mulliken method, atoms 1 to 2: O -0.563; C 0.206